# 1
This record from OMol25 describes a 2-piece molecular cluster, C4H8P2 overall in a non-equilibrium geometry. The level of theory is ωB97M-V/def2-TZVPD.

```
14
Properties=species:S:1:pos:R:3:forces:R:3
C -1.260620 1.395503 -0.402948 1.668 2.899 0.732
C 1.672367 -0.543117 0.114488 -1.082 0.733 0.175
C -0.675119 -1.152745 -0.736692 0.015 -0.030 -0.806
C 0.221020 -1.008977 0.193784 2.141 0.753 0.983
P -1.424853 2.051884 1.300763 0.470 -0.724 -0.386
P 0.053086 2.427163 -0.322639 -1.226 -0.532 -0.327
H -1.804102 0.792581 -1.042597 -0.959 -0.661 -1.090
H 1.995519 0.243165 0.940503 -0.775 -1.773 -1.789
H 1.858109 -0.216506 -0.901382 0.187 0.727 -0.079
H 2.202067 -1.462041 0.146110 1.225 -0.691 0.759
H -1.698067 -1.208377 -0.435094 -0.536 -0.858 -0.178
H -0.403350 -1.031311 -1.768808 -0.218 0.204 -0.435
H -0.686067 0.913218 1.728919 -0.172 0.117 0.937
H -0.049991 -1.200439 1.185595 -0.737 -0.163 1.503
```
Positions in Å, forces in eV/Å.

Properties
Highest occupied orbital energy   -8.525 eV
Molecular weight   118.1 g/mol
Frontier orbital gap   8.6 eV
Structure (SMILES)   C1=P#[PH]1.C=CC
Net charge   0
Energy above the lowest of the compared OMol25 structures with the same formula, charge and spin   68.3 kcal/mol

---

# 2
This record from OMol25 describes an isolated molecule of C4H8P2 in a non-equilibrium geometry. The level of theory is ωB97M-V/def2-TZVPD.

```
14
Properties=species:S:1:pos:R:3:forces:R:3
C 0.292239 0.124215 2.613680 -0.107 -0.214 0.553
C -0.848001 0.655862 1.807296 -0.182 0.006 0.031
C -0.036351 -0.818453 -3.243755 1.040 1.014 2.367
C 0.131779 -0.134345 -2.072189 -1.919 -1.023 -3.760
P -0.035620 -0.821459 1.048109 0.528 1.080 0.246
P 1.330956 0.267894 -0.224302 0.632 -0.779 0.934
H 1.196273 0.720122 2.683049 -0.088 -0.201 -0.150
H 0.051498 -0.402719 3.530220 -0.097 0.025 0.018
H -1.844370 0.508512 2.203704 -0.023 -0.010 -0.004
H -0.702366 1.610787 1.316995 -0.066 -0.047 -0.019
H -0.903041 -0.606746 -3.844320 -0.387 -0.092 -0.258
H 0.658759 -1.560837 -3.598708 0.201 -0.125 -0.153
H 2.190650 -0.829555 -0.367567 0.433 0.065 -0.142
H -0.650923 0.592945 -1.875074 0.034 0.301 0.337
```
Positions in Å, forces in eV/Å.

Properties
Highest occupied orbital energy (alpha / beta)   -5.198 / -9.247 eV
Molecular weight   118.1 g/mol
Frontier orbital gap (alpha / beta)   6.3 / 6.3 eV
Net charge   0
Energy above the lowest of the compared OMol25 structures with the same formula, charge and spin   58.0 kcal/mol
<S²>   2.014
Multiplicity   3

---

# 3
This record from OMol25 describes a 2-piece molecular cluster, C4H8S overall in a non-equilibrium geometry. The level of theory is ωB97M-V/def2-TZVPD.

```
13
Properties=species:S:1:pos:R:3:forces:R:3
C -1.110717 -1.663230 -1.110588 1.421 2.465 1.493
C -0.524039 -0.577951 -0.067102 -0.337 -2.847 -2.040
C -0.343820 -0.702033 -1.535924 -1.630 -1.965 1.922
C 0.448610 -1.022887 0.951375 1.864 2.253 0.908
S 1.146518 2.734882 0.697561 -1.143 0.636 -0.292
H -1.697424 -2.529056 -1.226764 -0.518 -0.597 -0.194
H -0.193881 3.071220 0.587246 1.026 -0.407 0.163
H -1.170117 0.148549 0.296409 -1.378 1.373 0.454
H -0.046448 -0.298664 -2.412971 1.375 1.416 -2.360
H 0.938446 -2.009849 0.701583 -0.203 1.413 0.594
H -0.036898 -0.951561 1.922188 -0.325 -1.140 0.177
H 1.123819 -0.056417 1.171094 -0.269 -2.434 -0.932
H 1.465952 3.856996 0.025894 0.118 -0.166 0.107
```
Positions in Å, forces in eV/Å.

Properties
Highest occupied orbital energy   -9.189 eV
Molecular weight   88.2 g/mol
Frontier orbital gap   10.0 eV
Structure (SMILES)   CC1C=C1.S
Net charge   0
Energy above the lowest of the compared OMol25 structures with the same formula, charge and spin   72.9 kcal/mol